Record 1
A structure of composition C27H35F5IrN3O5PTe in a non-equilibrium geometry. Source: the Open Molecules 2025 dataset; level of theory: ωB97M-V/def2-TZVPD.

LUMO (spin up / spin down) in eV: 0.12 / -1.66
Multiplicity: 6
HOMO-LUMO gap (spin up / spin down) in eV: 7.25 / 5.56

Last column: Mulliken spin population.
Geometry (Å):
Ir 0.5944 0.0728 0.7277  2.371
C 3.9774 -0.0085 0.0128  -0.013
N 3.0913 -0.2287 1.1645  0.276
C 3.4034 0.7532 2.2231  0.044
C 3.4141 2.2228 1.7933  -0.016
C 2.1726 2.7173 1.0412  0.027
N 1.0065 2.0519 1.5887  0.128
C 0.1706 2.6740 2.3319  0.022
C -0.8310 2.0309 3.1378  0.011
C -1.7356 2.8433 3.8447  -0.009
C -2.6239 2.3130 4.7437  0.021
C -2.5964 0.9321 4.9833  -0.002
C -1.7157 0.1129 4.3214  0.024
C -0.8253 0.6270 3.3578  0.076
O -0.0069 -0.1990 2.7426  0.263
C 3.3088 -1.6069 1.6961  -0.064
C 2.1061 -2.5493 1.7440  0.120
C 1.4421 -2.8722 0.4006  -0.032
N 0.2867 -2.0062 0.1740  0.133
C -0.7577 -2.4595 -0.4057  -0.047
C -1.9850 -1.7557 -0.7325  -0.035
C -2.8563 -2.5144 -1.5576  0.117
C -3.9198 -1.9619 -2.2129  0.000
C -4.1029 -0.5713 -2.1362  0.030
C -3.2180 0.2161 -1.4533  0.010
C -2.1056 -0.3277 -0.7607  0.120
O -1.3198 0.5050 -0.1521  0.177
H 5.0289 -0.0224 0.3301  0.005
H 3.7590 0.9424 -0.4662  0.003
H 3.8190 -0.7862 -0.7296  -0.002
H 4.3995 0.5305 2.6300  0.002
H 2.6806 0.6073 3.0281  -0.005
H 4.3020 2.4418 1.1978  -0.003
H 3.5115 2.7999 2.7168  -0.002
H 2.2369 2.4718 -0.0201  0.005
H 2.0870 3.8046 1.1377  0.000
H 0.2609 3.7611 2.4324  0.004
H -1.7135 3.9127 3.6647  -0.001
H -3.3220 2.9474 5.2719  0.001
H -3.2815 0.5009 5.7029  0.000
H -1.6986 -0.9540 4.4986  0.000
H 3.7057 -1.5271 2.7115  -0.004
H 4.0890 -2.0773 1.0927  -0.004
H 1.3512 -2.1813 2.4437  -0.034
H 2.4843 -3.4812 2.1726  0.001
H 1.1181 -3.9164 0.3723  -0.004
H 2.1388 -2.7208 -0.4305  0.007
H -0.7526 -3.5124 -0.7025  0.004
H -2.6891 -3.5845 -1.6165  0.000
H -4.5917 -2.5782 -2.7944  -0.001
H -4.9390 -0.1105 -2.6487  0.000
H -3.3297 1.2921 -1.4243  -0.001
C 2.1369 3.5039 -4.2238  0.000
C 1.3848 2.4946 -3.3913  0.000
O 2.0312 1.2179 -3.5531  0.006
P 1.4616 -0.0429 -2.7417  0.029
O 1.3349 0.3778 -1.2806  0.343
Te 2.7211 -1.9289 -3.2822  0.016
O -0.0601 -0.1526 -3.2346  0.008
C -0.3332 -0.4269 -4.6205  0.001
C -1.8272 -0.3794 -4.8238  0.001
H 1.6903 4.4924 -4.1065  0.000
H 2.1055 3.2313 -5.2785  0.000
H 3.1805 3.5533 -3.9134  0.000
H 0.3427 2.4114 -3.7100  0.000
H 1.3880 2.7650 -2.3328  -0.004
H 0.0774 -1.4076 -4.8687  0.000
H 0.1773 0.3174 -5.2380  0.000
H -2.3158 -1.1629 -4.2461  0.000
H -2.0613 -0.5245 -5.8796  0.000
H -2.2305 0.5831 -4.5060  0.000
F -2.0438 -2.5781 2.3798  0.044
C -2.9936 -2.0836 1.5834  0.770
F -3.3415 -0.8667 1.9805  0.049
C -4.1872 -3.0176 1.5336  -0.006
F -3.8193 -4.2001 1.0228  -0.001
F -4.6911 -3.2452 2.7604  0.021
F -5.1566 -2.5023 0.7816  -0.002


Record 2
An isolated molecule of C7H10 in a non-equilibrium geometry. Source: the Open Molecules 2025 dataset; level of theory: ωB97M-V/def2-TZVPD.

Structure (SMILES): C[C@]12C[C@@H]3[C@H](C1)[C@@H]32
LUMO in eV: 1.07
HOMO-LUMO gap in eV: 10.50

Last column: Mulliken charge in e.
Geometry (Å):
C 1.5999 -1.1708 -0.1695  -1.590
C 0.3702 -0.3195 -0.0037  0.725
C 0.2879 0.7398 1.1269  -0.591
C -0.6592 1.4789 0.2178  -0.512
C -1.5021 0.4101 -0.5206  -0.451
C -1.0487 -0.9510 -0.0410  -0.617
C -0.1526 0.7919 -1.0070  -0.466
H 1.7149 -1.8502 0.6844  0.328
H 1.5415 -1.7801 -1.0781  0.360
H 2.5037 -0.5542 -0.2313  0.372
H -0.0623 0.4094 2.1149  0.270
H 1.2321 1.2819 1.2283  0.310
H -0.9742 2.5241 0.2725  0.396
H -2.4617 0.8667 -0.6702  0.436
H -1.4653 -1.3525 0.8915  0.258
H -1.1210 -1.7064 -0.8343  0.317
H 0.2000 1.1855 -1.9483  0.456


Record 3
A cluster of 2 separate species, C4H12 in total in a non-equilibrium geometry. Source: the Open Molecules 2025 dataset; level of theory: ωB97M-V/def2-TZVPD.

Structure (SMILES): CC.CC
LUMO in eV: 1.11
HOMO-LUMO gap in eV: 12.43

Last column: Mulliken charge in e.
Geometry (Å):
C -1.5069 -0.9112 -1.3863  -0.760
C -1.3760 -2.1479 -0.5020  -0.899
H -2.4896 -0.7996 -1.7170  0.354
H -1.2373 0.0645 -0.8841  0.127
H -0.8614 -0.7958 -2.2752  0.291
H -2.2876 -1.9995 0.1764  0.205
H -1.2836 -3.1306 -0.9837  0.309
H -0.5430 -2.3474 0.0177  0.375
C 1.0428 1.1813 0.3335  -0.606
C 1.8098 1.8488 1.5154  -1.119
H 1.6005 0.2982 0.2294  0.270
H 0.0623 0.8965 0.7167  0.192
H 0.9792 1.9083 -0.5188  0.294
H 1.9090 2.9306 1.5191  0.306
H 2.8695 1.7080 1.5690  0.340
H 1.4637 1.4405 2.3872  0.321


Record 4
An isolated molecule of C4H4IN in a non-equilibrium geometry. Source: the Open Molecules 2025 dataset; level of theory: ωB97M-V/def2-TZVPD.

LUMO (spin up / spin down) in eV: -0.91 / -0.91
HOMO-LUMO gap (spin up / spin down) in eV: 7.07 / 7.07

Last column: Mulliken charge in e.
Geometry (Å):
C 1.0482 1.6242 -0.3175  -0.315
C -0.8669 -0.6920 0.0930  -0.079
C -0.8924 0.3420 -0.9297  -0.243
C -0.0269 -0.7362 1.1433  -0.675
N 0.0863 1.2553 -0.9883  -0.097
I 3.0288 0.9404 -0.7070  0.111
H 0.7797 -0.0051 1.4657  0.247
H -1.5140 -1.4613 -0.0413  0.372
H -1.6677 0.4227 -1.5388  0.496
H 0.0249 -1.6901 1.8204  0.184


Relative energy (zero: lowest compared OMol25 entry of this formula, charge and spin)
In order: 10.1; 239.2; 138.6; 320.3
Unit: kJ/mol
Molecular weight
In order: 927.4; 94.2; 60.1; 193.0
Unit: g mol⁻¹